17 unconnected molecules or ions with the total composition C30H84BN6O24 in a non-equilibrium geometry, computed with ωB97M-V with the def2-TZVPD basis set.

Computed properties:
Lowest unoccupied orbital energy (alpha / beta) in eV: -0.7 / -6.7
Electronic energy in eV: -91227.983
HOMO energy (alpha / beta) in eV: -8.67 / -8.67

Geometry as ORCA input:
```
! RIJCOSX wB97M-V def2-TZVPD def2/J DEFGRID3
* xyz 0 2
O 3.57684 2.89422 1.28513
O 4.02918 4.33267 -1.28169
O -2.79419 -4.34324 3.12841
O 2.76428 -1.20664 3.48418
O 0.38688 2.21751 -0.67921
O 5.39997 -1.23671 -2.21360
O -0.52089 0.53343 0.89785
O 1.18110 -5.32752 -2.14530
O 1.65779 -2.00312 -0.07130
O -1.52186 0.95696 -1.42925
O -3.69570 1.94758 -5.09654
O 0.58840 -0.11955 -1.08844
O -0.03498 -2.50478 -4.75405
O -1.91290 1.33825 5.91599
O 0.44739 5.54283 0.34900
O -1.79615 6.92361 -0.10282
O 0.99085 2.06055 5.40043
O -0.19634 -2.67638 6.77888
O 3.92057 -3.00037 -5.28517
O -0.05815 4.06913 -1.94092
O -2.41253 2.55267 -2.75244
O -6.08580 0.24678 -0.65099
O 0.42239 5.00887 -6.49641
O 0.31961 -0.98917 2.32000
N 1.92165 -5.68649 -0.04558
N 2.28497 -4.29781 -4.51151
N -0.50196 -2.62559 4.56587
N 3.13929 -2.78314 -3.21283
N 1.14262 -7.36533 -1.21525
N -1.35764 -4.20395 5.56430
C -2.54033 -4.30088 1.73580
C 0.44808 2.33637 4.07289
C 3.22073 1.54744 1.08356
C -4.75194 1.13542 -4.74299
C 1.42728 -6.08725 -1.18421
C 3.66505 -1.90310 2.65668
C -0.30297 2.94160 -1.57642
C -1.55221 2.14935 -2.00575
C 3.09280 -3.33280 2.64581
C -2.37075 -1.58740 -4.20537
C 3.19579 -3.35859 -4.38203
C -4.68017 0.21640 -0.37276
C 0.97944 -0.94667 -0.03791
C -2.02763 7.19813 -1.43100
C 0.25402 -0.44824 1.23005
C -0.90438 -1.87797 -3.82112
C 3.94474 3.16899 -2.05665
C -0.80619 -2.69477 -2.53921
C -0.66518 -3.13503 5.72462
C -0.69629 7.44019 -2.12113
C -2.81173 -0.37389 4.35350
C 5.12091 -1.82487 3.11085
C -1.03696 -4.39577 1.26503
C -2.89874 6.15358 -2.15811
C -3.05482 -2.96948 1.20786
C -3.02567 1.01079 5.06792
C -4.38313 1.10005 5.80404
C 1.57247 5.76174 1.12445
C 0.11614 4.35490 -5.30059
C 5.21141 -1.72545 -0.89026
B -0.33874 0.94616 -0.54242
H 1.35508 -7.89738 -0.38346
H -4.59338 2.10983 6.15653
H 5.14890 -2.14232 4.15322
H 5.53535 -1.02026 -0.12484
H -1.68425 -4.37127 4.62332
H -6.32945 -0.39669 -1.32045
H 4.19347 -2.08056 -0.72972
H 0.86242 -7.83080 -2.06667
H 3.70029 -3.91226 1.95061
H 3.60791 -1.55006 1.62703
H -0.33394 3.09507 4.10329
H -2.87513 -2.79428 0.14714
H -4.10153 1.06954 -0.72694
H -2.51817 -1.14854 5.06191
H 2.23645 -6.32295 0.67269
H -2.52465 8.16809 -1.44686
H -0.41977 -0.91426 -3.66448
H 6.31730 -1.01042 -2.38357
H 1.95887 -4.75130 -3.67002
H -5.16422 0.90732 5.06862
H -0.98161 -4.25104 0.18611
H 2.32950 5.94766 0.36257
H -3.13230 2.17106 -4.35207
H -0.00332 -1.75214 4.65829
H -1.16704 -2.77531 3.82064
H 3.16451 2.48670 -1.71931
H -3.19432 -5.02794 1.25438
H 4.79830 4.82308 -1.58091
H 2.63925 1.24946 1.95602
H 1.24316 2.70260 3.42341
H 0.21846 -2.81546 -2.18760
H -3.76593 -0.73150 3.96656
H -1.82552 0.64054 6.56957
H -0.85769 7.44100 -3.19911
H -0.61792 -5.40162 1.29286
H -0.66159 4.84764 -4.71711
H -0.02745 1.48804 3.58063
H 3.43827 3.38917 0.47431
H -0.38548 -3.61950 1.66635
H -4.19652 -0.65579 -0.81262
H 2.71253 1.42301 0.12735
H 5.89624 -2.56706 -0.78635
H 0.11376 6.77703 -1.81759
H -4.43588 0.43691 6.66750
H 0.76717 4.30402 -7.04951
H -4.90260 1.17095 -3.66403
H -2.47542 -1.06756 -5.15768
H 3.63407 3.46363 -3.05904
H 1.03630 4.21350 -4.73366
H 0.65222 4.93828 -0.36804
H 2.11013 -3.19205 2.19566
H 5.45608 -0.78789 3.09020
H -4.13401 -2.86178 1.31672
H 5.78199 -2.47477 2.53752
H -1.03193 6.35610 0.02162
H -2.47958 5.16204 -2.32912
H -2.11160 -0.35133 3.51841
H -4.49158 0.08431 -4.86739
H 2.17183 -4.71726 -5.42330
H -2.62132 -2.16248 1.79856
H -3.29155 6.53852 -3.09919
H -3.80293 5.96514 -1.57928
H 1.97565 -1.13037 2.94209
H 4.10978 0.92428 0.98681
H -3.70141 -4.62356 3.26971
H -2.95907 -2.50254 -4.27244
H 1.72623 4.81667 1.64532
H -5.61532 1.40305 -5.35214
H 4.92972 2.71288 -2.15595
H -0.99963 -3.75002 -2.73191
H 0.73668 -2.81150 -4.27232
H 2.88249 -3.77336 3.62037
H -0.32580 8.45859 -2.00406
H -1.49436 -2.36771 -1.75975
H -1.53970 -4.76670 6.38300
H -2.82474 -0.97505 -3.42625
H 1.53929 6.65520 1.74790
H 1.99634 -4.68454 0.05749
H 3.98221 -2.23902 -3.09653
H -3.07824 1.71717 4.23944
H 2.72445 -3.32868 -2.47095
H -4.49202 0.05995 0.68943
H -0.36183 3.37918 -5.38790
H 0.16334 2.05743 5.88705
*
```

Löwdin population analysis, charges in e, atoms 1 to 99: atom 1 (O): -0.098, atom 2 (O): -0.114, atom 3 (O): -0.061, atom 4 (O): -0.038, atom 5 (O): 0.228, atom 6 (O): -0.134, atom 7 (O): 0.244, atom 8 (O): -0.033, atom 9 (O): 0.064, atom 10 (O): 0.224, atom 11 (O): -0.116, atom 12 (O): 0.164, atom 13 (O): 0.109, atom 14 (O): -0.055, atom 15 (O): -0.146, atom 16 (O): -0.042, atom 17 (O): -0.113, atom 18 (O): 0.010, atom 19 (O): 0.166, atom 20 (O): 0.148, atom 21 (O): 0.143, atom 22 (O): -0.109, atom 23 (O): -0.099, atom 24 (O): 0.098, atom 25 (N): 0.204, atom 26 (N): 0.261, atom 27 (N): 0.165, atom 28 (N): 0.255, atom 29 (N): 0.186, atom 30 (N): 0.168, atom 31 (C): -0.428, atom 32 (C): -0.134, atom 33 (C): -0.140, atom 34 (C): -0.185, atom 35 (C): -0.700, atom 36 (C): -0.506, atom 37 (C): -0.313, atom 38 (C): -0.331, atom 39 (C): -0.054, atom 40 (C): -0.014, atom 41 (C): -0.701, atom 42 (C): -0.147, atom 43 (C): -0.262, atom 44 (C): -0.506, atom 45 (C): -0.385, atom 46 (C): -0.389, atom 47 (C): -0.147, atom 48 (C): -0.039, atom 49 (C): -0.807, atom 50 (C): -0.056, atom 51 (C): -0.042, atom 52 (C): -0.041, atom 53 (C): -0.022, atom 54 (C): -0.045, atom 55 (C): -0.064, atom 56 (C): -0.432, atom 57 (C): -0.055, atom 58 (C): -0.117, atom 59 (C): -0.189, atom 60 (C): -0.136, atom 61 (B): -0.825, atom 62 (H): 0.118, atom 63 (H): 0.075, atom 64 (H): 0.084, atom 65 (H): 0.078, atom 66 (H): 0.065, atom 67 (H): 0.068, atom 68 (H): 0.056, atom 69 (H): 0.129, atom 70 (H): 0.066, atom 71 (H): 0.093, atom 72 (H): 0.079, atom 73 (H): 0.063, atom 74 (H): 0.066, atom 75 (H): 0.067, atom 76 (H): 0.130, atom 77 (H): 0.130, atom 78 (H): 0.161, atom 79 (H): 0.094, atom 80 (H): 0.068, atom 81 (H): 0.073, atom 82 (H): 0.060, atom 83 (H): 0.080, atom 84 (H): 0.018, atom 85 (H): 0.116, atom 86 (H): 0.077, atom 87 (H): 0.070, atom 88 (H): 0.135, atom 89 (H): 0.093, atom 90 (H): 0.079, atom 91 (H): 0.064, atom 92 (H): 0.055, atom 93 (H): 0.068, atom 94 (H): 0.097, atom 95 (H): 0.073, atom 96 (H): 0.065, atom 97 (H): 0.075, atom 98 (H): 0.052, atom 99 (H): 0.026